No. 1
Here is a structure of composition C16H20LuN5O4 from the OMol25 dataset. Energies are from ωB97M-V with the def2-TZVPD basis set.

```
46
Properties=species:S:1:pos:R:3
Lu 0.227 -0.123 -0.066
C -3.105 -0.510 -0.287
O -1.970 -0.667 0.595
C -2.159 -0.102 1.907
C -2.057 1.389 1.830
O -0.890 1.665 1.047
C -0.639 3.080 0.866
H -4.009 -0.799 0.246
H -2.945 -1.181 -1.123
H -3.188 0.520 -0.631
H -1.369 -0.529 2.526
H -3.115 -0.422 2.320
H -1.946 1.812 2.830
H -2.918 1.857 1.352
H -0.373 3.523 1.824
H -1.542 3.536 0.466
H 0.174 3.179 0.158
O 2.010 -0.293 -1.392
C 1.783 0.935 -1.352
O 0.580 1.359 -1.534
C 2.617 1.747 -0.408
C 3.625 2.650 -0.611
C 4.170 3.220 0.538
C 3.682 2.867 1.786
C 2.645 1.951 1.876
N 2.121 1.389 0.787
H 3.969 2.897 -1.606
H 4.976 3.939 0.453
H 4.099 3.293 2.689
H 2.233 1.664 2.835
N 1.639 -4.046 1.224
C 2.241 -3.463 2.329
C 1.918 -2.152 2.271
N 1.111 -1.929 1.169
C 0.972 -3.091 0.565
C 0.222 -3.195 -0.689
N -0.304 -2.126 -1.236
C -0.868 -2.536 -2.431
C -0.697 -3.873 -2.569
N 0.013 -4.279 -1.453
H 1.707 -5.020 0.977
H 2.834 -4.033 3.024
H 2.206 -1.363 2.944
H -1.347 -1.855 -3.114
H -0.989 -4.564 -3.342
H 0.309 -5.224 -1.271
```

As for the HOMO energy: -14.86 eV. The value obtained for the orbital gap is 9.25 eV. Its net charge is +2.

Löwdin charges, unit e, in atom order: 1.840, -0.015, -0.341, -0.153, -0.160, -0.335, -0.017, 0.114, 0.083, 0.106, 0.134, 0.150, 0.152, 0.141, 0.108, 0.112, 0.080, -0.021, -0.602, -0.090, -0.207, 0.042, -0.002, -0.018, -0.093, 0.037, 0.138, 0.130, 0.123, 0.122, 0.152, -0.019, -0.082, -0.009, -0.255, -0.260, -0.004, -0.078, -0.017, 0.151, 0.176, 0.137, 0.115, 0.126, 0.138, 0.175

***

No. 2
Here is a cluster of 2 separate species, C5H12N2 in total from the OMol25 dataset. Energies are from ωB97M-V with the def2-TZVPD basis set.

```
19
Properties=species:S:1:pos:R:3
C 0.071 -1.204 -1.519
C 1.083 -1.400 -0.428
C 0.811 -1.884 0.772
N 1.771 -2.231 1.741
H -0.943 -1.203 -1.130
H 0.217 -0.245 -2.014
H 0.227 -1.962 -2.292
H 2.123 -1.216 -0.699
H -0.208 -2.086 1.085
H 1.445 -2.112 2.690
H 2.649 -1.739 1.643
C -0.619 3.194 -0.169
C -0.756 1.905 0.107
N -1.935 1.167 -0.024
H -1.452 3.808 -0.479
H 0.366 3.638 -0.134
H 0.086 1.283 0.390
H -2.748 1.696 -0.308
H -2.187 0.591 0.767
```

As for the HOMO energy: -8.06 eV. As for the SMILES: C/C=C/N.C=CN. The value obtained for the orbital gap is 9.07 eV.

Löwdin charges, unit e, in atom order: -0.130, -0.202, -0.247, 0.020, 0.054, 0.061, 0.068, 0.100, 0.110, 0.069, 0.076, -0.027, -0.309, 0.027, 0.044, 0.040, 0.089, 0.078, 0.079